Molecular formula: C24H25EuIN2O2S2
Method: DFT, ωB97M-V/def2-TZVPD

Each line ends with the Löwdin charge.
Positions of all 57 atoms, in Å:
Eu  0.60546  -0.87701  -0.32592  1.739
C  -0.75514  -1.09254  -4.38523  -0.099
N  -1.05801  -0.81898  -2.97870  -0.205
C  -1.82768  0.40794  -2.86371  -0.238
C  -0.87063  1.59287  -2.83698  -0.155
N  0.16162  1.49955  -1.76960  -0.226
C  1.50156  1.59971  -2.35530  -0.109
C  -0.10383  2.46718  -0.72102  -0.307
C  0.52135  3.70751  -0.71999  -0.051
C  0.25162  4.65169  0.25969  -0.114
C  -0.67483  4.34759  1.24649  -0.113
C  -1.30210  3.11455  1.25169  -0.132
C  -1.03801  2.13722  0.28091  -0.635
S  -1.81147  0.57139  0.40802  0.561
C  -1.56574  -1.98290  -2.32405  -0.343
C  -2.91225  -2.12826  -1.99561  -0.047
C  -3.37966  -3.29186  -1.40969  -0.105
C  -2.49930  -4.33880  -1.16646  -0.112
C  -1.16130  -4.21252  -1.49315  -0.135
C  -0.65052  -3.03741  -2.06857  -0.723
S  1.05401  -2.89213  -2.45608  0.468
H  -1.67333  -1.34617  -4.93509  0.092
H  -0.04598  -1.91219  -4.46393  0.017
H  -0.31048  -0.20906  -4.84561  0.077
H  -2.38294  0.40664  -1.93252  0.015
H  -2.53005  0.53202  -3.70342  0.123
H  -1.44673  2.51172  -2.70619  0.129
H  -0.35439  1.66806  -3.79801  0.102
H  1.62498  2.47723  -3.00211  0.081
H  1.68276  0.70604  -2.95822  0.080
H  2.24812  1.65378  -1.56011  0.093
H  1.24183  3.94924  -1.49177  0.096
H  0.76054  5.60733  0.24856  0.088
H  -0.89683  5.06883  2.02452  0.092
H  -2.00468  2.85937  2.03462  0.088
H  -3.60337  -1.31698  -2.18668  0.105
H  -4.42529  -3.37764  -1.14222  0.093
H  -2.85761  -5.25534  -0.71281  0.093
H  -0.46464  -5.01702  -1.29703  0.090
C  2.77717  -1.97824  0.30401  -0.339
H  3.57014  -2.03848  -0.45081  -0.066
H  2.50826  -3.01781  0.53628  -0.057
H  3.23259  -1.56202  1.21527  -0.057
I  2.59164  0.15167  8.28224  0.802
C  1.99288  0.01045  6.26965  -0.727
C  2.61541  0.80627  5.32224  -0.151
C  2.21636  0.70697  3.99747  -0.006
C  1.22035  -0.18717  3.63158  -0.115
C  0.60909  -0.97796  4.59576  -0.005
C  0.98775  -0.87996  5.92581  -0.151
C  0.82763  -0.32468  2.19090  -0.683
O  0.13359  -1.32389  1.85720  -0.183
O  1.24160  0.53761  1.36765  -0.157
H  3.40020  1.49224  5.60961  0.088
H  2.67617  1.31793  3.23221  0.122
H  -0.15967  -1.67235  4.28426  0.122
H  0.51181  -1.49122  6.67995  0.088

Atomic forces in eV per Å
Eu -0.179 -0.762 -2.168
C 0.081 -0.037 0.009
N -0.167 -0.034 -0.147
C 0.105 0.064 0.054
C -0.091 -0.173 -0.003
N 0.088 0.141 0.123
C -0.042 -0.090 0.104
C -0.060 0.064 0.053
C 0.056 -0.002 -0.032
C -0.009 0.009 0.012
C 0.009 0.014 0.007
C 0.020 -0.006 -0.063
C 0.033 0.014 0.014
S -0.255 0.091 0.046
C 0.129 -0.146 -0.092
C -0.083 0.024 0.079
C -0.022 0.053 -0.002
C 0.061 -0.067 0.014
C -0.102 0.110 0.114
C -0.068 0.098 -0.216
S 0.105 0.106 0.480
H -0.017 0.039 0.014
H 0.010 0.004 0.012
H 0.025 -0.003 0.007
H -0.025 -0.007 -0.008
H -0.003 0.003 0.001
H 0.030 0.026 -0.004
H 0.010 0.028 0.001
H 0.033 -0.003 -0.008
H 0.009 0.003 -0.010
H 0.012 -0.023 0.000
H -0.012 -0.013 -0.003
H 0.000 -0.002 -0.001
H -0.012 -0.011 0.004
H -0.004 0.017 0.009
H 0.027 -0.001 -0.015
H 0.001 -0.002 -0.005
H 0.007 0.003 0.004
H -0.001 -0.015 -0.001
C 0.006 0.332 0.236
H -0.088 0.078 -0.097
H -0.120 0.035 -0.063
H -0.020 0.024 -0.033
I -0.047 -0.006 -0.154
C 0.048 0.005 0.212
C 0.003 0.020 -0.028
C -0.011 0.032 0.005
C -0.061 0.036 0.005
C 0.013 -0.017 -0.032
C -0.006 0.003 -0.025
C 0.107 0.052 0.740
O 0.195 -0.220 0.521
O 0.289 0.118 0.322
H -0.005 0.003 0.005
H -0.007 -0.010 -0.009
H 0.000 0.000 0.006
H 0.003 0.001 0.003

As for the multiplicity: 7. The HOMO energy (spin up / spin down) is -4.26 / -4.28 eV. The LUMO energy (spin up / spin down) comes out at 2.03 / 2.03 eV. Its total charge is -1. The calculation puts the energy above the lowest of the compared OMol25 structures with the same formula, charge and spin at 122.8 kJ/mol.

Molecular formula: C24H25F3N3O5RuSSi
Method: DFT, ωB97M-V/def2-TZVPD

Each line ends with the Löwdin charge.
Positions of all 63 atoms, in Å:
Ru  -0.27550  -0.11981  -0.51470  1.025
O  -4.32439  1.45524  0.73794  0.144
C  -3.07782  0.98154  0.75417  -0.455
O  -2.75861  -0.07645  0.27790  0.064
C  -2.11366  1.88756  1.46005  -0.182
C  -2.51749  3.08945  2.01528  0.034
C  -1.55591  3.87886  2.61818  -0.012
C  -0.25598  3.40878  2.67743  0.017
C  0.04375  2.17084  2.12143  -0.164
N  -0.86762  1.43282  1.49116  0.167
C  1.41392  1.53305  2.21843  -0.483
O  2.33521  2.15061  2.97185  0.140
O  1.65281  0.47552  1.71864  0.102
H  -4.87207  0.81914  0.25275  0.146
H  -3.54980  3.39641  1.94786  0.127
H  -1.81318  4.83986  3.04145  0.120
H  0.49966  4.02206  3.15084  0.116
H  1.99806  2.96736  3.35456  0.091
F  -1.29057  -5.44630  -1.53971  0.141
C  -2.22522  -4.93120  -0.72007  -0.601
F  -2.86570  -5.97742  -0.15673  0.122
F  -3.12379  -4.29971  -1.48916  0.123
C  -1.61711  -4.03821  0.32446  -0.117
C  -1.50461  -4.49206  1.62225  -0.001
C  -0.91552  -3.69043  2.59421  -0.054
C  -0.44071  -2.45586  2.20506  -0.128
N  -0.52289  -2.01085  0.95541  -0.030
C  -1.10570  -2.76350  0.00570  -0.627
S  -1.14288  -1.98948  -1.54411  0.760
H  -1.88346  -5.47202  1.87904  0.123
H  -0.82000  -4.02182  3.61771  0.102
H  0.04680  -1.79236  2.91136  0.111
C  -1.58581  0.86150  -3.03611  -0.110
C  -1.09712  1.23990  -1.65036  -0.577
O  -1.33106  2.36213  -1.21522  -0.044
H  -1.86610  1.74023  -3.61786  0.077
H  -2.45853  0.21617  -2.90519  0.058
H  -0.82890  0.27540  -3.55720  0.053
C  2.07728  2.76988  -0.80273  -0.159
Si  2.17747  1.40917  -2.09199  0.408
C  1.45263  2.09052  -3.68229  -0.168
C  3.98617  1.01452  -2.36644  -0.163
N  1.37794  -0.03617  -1.51172  -0.231
C  1.99886  -1.29640  -1.71888  -0.414
C  2.21382  -1.77573  -3.01168  -0.067
C  2.78290  -3.02140  -3.22108  -0.086
C  3.14156  -3.81875  -2.14243  -0.101
C  2.93613  -3.34743  -0.85323  -0.084
C  2.37893  -2.09523  -0.64004  -0.059
H  2.43754  3.70169  -1.24922  0.038
H  2.72329  2.53789  0.04688  0.025
H  1.05546  2.94484  -0.45988  0.009
H  2.15280  2.81529  -4.10772  0.034
H  0.50595  2.60701  -3.51651  0.021
H  1.28886  1.30756  -4.42556  0.026
H  4.54771  1.94502  -2.48546  0.032
H  4.15428  0.39980  -3.25144  0.030
H  4.39590  0.47744  -1.50801  0.038
H  1.90616  -1.16803  -3.85526  0.107
H  2.93299  -3.37854  -4.23243  0.101
H  3.57638  -4.79618  -2.30586  0.096
H  3.22090  -3.95651  -0.00358  0.100
H  2.23789  -1.71802  0.36275  0.088

Atomic forces in eV per Å
Ru -0.947 -0.146 0.369
O -0.024 -0.037 -0.017
C 0.111 0.133 0.135
O 0.191 -0.045 -0.049
C -0.091 -0.143 -0.196
C 0.017 0.056 0.011
C -0.020 -0.031 0.002
C -0.016 0.001 0.015
C 0.009 0.033 -0.061
N 0.293 0.221 0.174
C -0.223 -0.290 0.174
O 0.087 0.127 -0.016
O 0.088 -0.035 -0.141
H 0.005 -0.009 -0.003
H -0.001 0.002 0.009
H 0.001 0.006 -0.006
H -0.018 0.023 -0.020
H 0.035 0.004 -0.017
F -0.042 0.037 -0.007
C 0.034 0.005 -0.020
F 0.028 -0.002 -0.026
F -0.006 0.001 0.021
C 0.043 0.065 0.021
C -0.030 0.016 0.091
C -0.025 -0.042 -0.035
C 0.104 0.071 0.020
N 0.135 0.049 -0.210
C -0.038 -0.272 0.066
S 0.168 0.125 -0.104
H 0.003 0.008 -0.006
H -0.001 -0.011 -0.005
H -0.002 0.019 -0.024
C -0.017 0.004 0.038
C 0.094 0.229 -0.412
O -0.004 -0.027 0.036
H 0.013 0.020 0.036
H -0.005 -0.007 -0.036
H -0.015 -0.013 -0.008
C 0.041 0.002 -0.025
Si -0.071 0.047 0.040
C 0.006 0.010 -0.009
C -0.003 -0.002 0.024
N 0.101 -0.290 0.197
C 0.022 0.040 -0.021
C 0.008 -0.007 -0.002
C 0.004 -0.021 0.000
C -0.016 0.020 -0.009
C 0.003 0.000 0.013
C 0.041 0.022 -0.072
H -0.010 0.002 0.023
H -0.011 -0.004 0.018
H -0.035 -0.025 -0.026
H 0.000 -0.003 -0.007
H 0.005 -0.016 0.011
H 0.022 0.013 -0.014
H 0.002 -0.004 -0.014
H -0.010 -0.001 -0.003
H 0.007 0.006 0.000
H -0.006 0.006 0.001
H 0.000 0.003 0.000
H 0.000 0.001 0.002
H -0.003 0.005 0.000
H -0.029 0.050 0.075

As for the multiplicity: 2. The HOMO energy (spin up / spin down) is -7.03 / -7.37 eV. The LUMO energy (spin up / spin down) comes out at -0.82 / -0.82 eV. The calculation puts the energy above the lowest of the compared OMol25 structures with the same formula, charge and spin at 69.3 kJ/mol.

Molecular formula: C24H25KN3O3
Method: DFT, ωB97M-V/def2-TZVPD

Each line ends with the Löwdin charge.
Positions of all 56 atoms, in Å:
C  0.48473  -2.89927  -4.99598  -0.009
C  0.44467  -3.99952  -4.13140  -0.276
H  1.36301  -2.28058  -5.01962  0.067
H  -0.38900  -2.37396  -5.38903  0.079
C  0.25624  -4.52076  -2.75229  -0.291
C  0.10519  -4.18433  -1.31196  0.026
H  0.53947  -3.11277  -1.18646  0.059
H  -0.98258  -3.90794  -1.18238  0.060
C  0.85405  -5.08348  -5.14703  -0.093
H  1.04797  -4.55739  -6.13200  0.091
H  0.04337  -5.83876  -5.32965  0.099
H  1.83033  -5.57225  -4.85743  0.104
C  0.27726  -6.02146  -2.70055  -0.126
H  1.32207  -6.39775  -2.86998  0.103
H  -0.49968  -6.51203  -3.34010  0.093
H  0.00768  -6.26546  -1.60414  0.095
K  0.92825  0.64730  1.17606  0.900
O  -0.61251  0.50083  -0.63019  -0.166
C  -1.45257  -0.16121  -1.28406  -0.388
O  -1.54196  -0.11397  1.66393  0.069
C  -2.42571  -0.53418  0.98927  -0.446
O  -3.68340  -0.78765  1.38960  0.070
N  -2.31722  -0.91631  -0.43592  0.062
C  -4.46746  -1.39025  0.30268  -0.089
C  -3.50341  -1.74990  -0.79723  -0.110
H  -5.17154  -0.64174  -0.07651  0.136
H  -4.98538  -2.25467  0.72508  0.137
H  -3.85579  -1.51755  -1.79692  0.121
H  -3.25483  -2.83284  -0.75891  0.124
C  -1.43019  -0.35158  -2.90312  -0.069
C  0.03284  -0.17171  -3.09482  0.050
H  -1.75074  -1.61428  -2.94603  0.193
H  0.91813  -0.97091  -2.70762  0.155
H  0.33655  0.07083  -4.16160  0.060
C  1.70421  5.55531  0.14267  -0.028
C  1.31358  4.20045  0.11384  -0.116
N  1.20116  3.45296  1.21218  0.048
C  1.42047  3.99919  2.42248  -0.141
C  1.83478  5.36538  2.55847  -0.148
C  1.97388  6.13861  1.38724  0.011
C  2.09682  5.87803  3.86007  -0.014
C  1.93377  5.10842  4.99237  -0.014
C  1.48276  3.75948  4.92117  -0.141
C  1.25657  2.94707  6.05944  0.005
C  0.77899  1.66402  5.89455  -0.044
C  0.56105  1.17914  4.60222  -0.114
N  0.81740  1.91733  3.51581  0.017
C  1.23154  3.18413  3.63260  -0.148
H  1.78884  6.10641  -0.77859  0.103
H  1.08529  3.70399  -0.83600  0.114
H  2.28654  7.16952  1.47895  0.119
H  2.43467  6.91266  3.93677  0.121
H  2.13938  5.52070  5.98001  0.120
H  1.46149  3.37561  7.04047  0.125
H  0.56065  1.00679  6.74970  0.119
H  0.16831  0.17231  4.40990  0.117

Atomic forces in eV per Å
C -0.836 4.022 0.959
C 0.110 -4.096 4.325
H 0.628 0.025 -0.306
H -0.042 -0.490 -0.016
C 0.768 0.044 -3.566
C -1.234 6.269 -2.872
H 0.191 -1.706 0.724
H 0.656 -1.604 0.914
C 0.333 -0.751 -0.901
H -0.205 -0.895 0.899
H 0.838 0.501 0.184
H -1.124 0.267 -0.235
C -0.437 -1.370 1.296
H -1.087 0.004 0.033
H 0.951 0.218 0.299
H 0.480 -0.217 -1.661
K 0.446 0.104 0.352
O -1.292 -0.362 -3.296
C 0.836 -1.419 0.937
O -0.336 0.002 0.619
C -0.484 -0.855 -2.052
O 0.323 -0.398 -0.642
N -0.606 0.624 0.153
C -0.467 0.588 0.429
C 1.563 -0.249 0.085
H -0.007 -0.103 0.466
H 0.039 0.297 -0.092
H -0.141 0.148 0.017
H 0.104 0.650 -0.060
C 2.440 -2.247 5.225
C -0.486 -3.924 -2.957
H 0.461 3.835 -1.346
H -2.032 3.299 0.665
H -0.407 -0.291 1.146
C 0.014 -0.126 1.194
C 0.163 0.140 0.627
N -0.152 -0.002 -0.439
C 0.334 0.737 0.042
C -0.361 -1.103 -0.357
C -0.290 -0.879 -0.735
C 0.004 -0.244 1.420
C 0.288 1.102 -0.703
C -0.309 -0.721 -0.871
C 0.074 0.283 -0.441
C -0.152 -0.347 0.610
C 0.323 0.737 -0.806
N -0.448 -0.740 0.307
C 0.269 0.464 0.775
H 0.021 0.135 -0.064
H 0.121 0.190 0.335
H 0.011 0.058 -0.098
H -0.090 -0.274 0.097
H -0.020 0.025 -0.268
H -0.113 -0.228 -0.155
H 0.174 0.475 -0.416
H 0.195 0.397 0.219

As for the multiplicity: 1. The HOMO energy (spin up / spin down) is -10.66 / -10.24 eV. The LUMO energy (spin up / spin down) comes out at -4.82 / -4.90 eV. Its total charge is +1.

Let's list F_max in order: 2.305 1.027 7.005 eV Å⁻¹.